[1]
Computed, not measured: a molecular structure, C13H16BBr30FI2N2O3S, with ωB97M-V with the def2-TZVPD basis set.

Each line ends with the natural charge from an NBO analysis.
Cartesian coordinates (Å):
C (1.4130, -2.9323, 8.6005)  -0.678
C (1.3615, -2.2699, 7.2452)  -0.136
I (3.1216, -2.3925, 6.1599)  0.193
C (0.2795, -1.6508, 6.7769)  -0.095
I (0.1187, -0.6639, 4.9466)  0.201
N (-0.9271, -1.7273, 7.5569)  -1.006
B (-1.7648, -2.8929, 7.0539)  1.267
N (-1.5310, -4.1916, 7.6773)  -1.163
O (-2.5838, -2.6775, 5.9845)  -0.931
S (-1.6727, -0.3228, 7.9599)  2.540
O (-0.7010, 0.7010, 8.1158)  -0.883
O (-2.9207, -0.1447, 7.2993)  -0.896
F (-2.0872, -0.7904, 9.4159)  -0.489
H (2.4405, -3.1260, 8.9031)  0.228
H (0.8753, -3.8851, 8.5800)  0.254
H (0.9186, -2.3015, 9.3444)  0.238
H (-2.2714, -4.5060, 8.2946)  0.405
H (-1.4321, -4.9031, 6.9581)  0.394
H (-3.5308, -2.7013, 6.1801)  0.524
C (-2.5200, 0.9033, 1.6272)  -0.507
Br (-3.3068, -0.3165, 2.8813)  0.107
Br (-0.6529, 1.2005, 1.9941)  0.089
Br (-2.7819, 0.3477, -0.1904)  0.085
H (-3.0163, 1.8567, 1.7404)  0.228
C (-7.0740, -1.9870, 6.9859)  -0.501
Br (-5.6827, -3.2514, 7.4365)  0.058
Br (-6.3384, -0.4273, 6.1593)  0.126
Br (-8.4253, -2.8161, 5.9087)  0.106
H (-7.5314, -1.6894, 7.9181)  0.229
C (-2.0149, -2.1240, -3.0757)  -0.508
Br (-0.1753, -2.1589, -3.6100)  0.105
Br (-2.7882, -0.4447, -3.6072)  0.101
Br (-3.0081, -3.6106, -3.7777)  0.098
H (-2.0369, -2.1851, -1.9963)  0.233
C (-3.0505, 4.3324, -1.5984)  -0.506
Br (-4.4331, 3.5302, -2.6645)  0.091
Br (-3.5395, 4.3930, 0.2627)  0.078
Br (-1.3671, 3.4646, -1.8742)  0.105
H (-2.9431, 5.3576, -1.9219)  0.227
C (1.3821, 5.6805, -4.4865)  -0.510
Br (0.4901, 7.0357, -3.4581)  0.081
Br (2.4656, 4.5530, -3.3763)  0.117
Br (0.1272, 4.6500, -5.5178)  0.088
H (2.0387, 6.1821, -5.1822)  0.224
C (-1.3111, -2.3938, -7.2661)  -0.511
Br (0.4906, -2.2806, -7.9442)  0.076
Br (-2.2660, -0.7582, -7.5750)  0.097
Br (-2.2369, -3.9091, -7.9869)  0.104
H (-1.2355, -2.5299, -6.1953)  0.224
C (1.6859, 1.7435, -4.2235)  -0.525
Br (1.1971, 1.0689, -2.4909)  0.095
Br (3.5306, 2.2751, -4.2762)  0.099
Br (1.2677, 0.4827, -5.6170)  0.101
H (1.0935, 2.6318, -4.4003)  0.226
C (6.9188, 4.2427, -2.7406)  -0.514
Br (8.0677, 5.7327, -3.1126)  0.095
Br (7.7581, 2.9665, -1.5768)  0.092
Br (5.2122, 4.8094, -2.0664)  0.100
H (6.7365, 3.7441, -3.6826)  0.223
C (1.2137, -6.1063, -6.7649)  -0.507
Br (0.1745, -5.3220, -5.3535)  0.092
Br (2.5322, -7.3252, -6.0838)  0.092
Br (0.0928, -6.9340, -8.0866)  0.092
H (1.7401, -5.2989, -7.2540)  0.227
C (6.8565, 4.7764, -7.1129)  -0.501
Br (7.8854, 6.3898, -7.2531)  0.105
Br (7.8474, 3.3854, -6.2304)  0.093
Br (5.1815, 5.0762, -6.2212)  0.085
H (6.6433, 4.4353, -8.1152)  0.230

2S+1: 1
HOMO-LUMO gap: 0.31172 Ha
Net charge: 0
Max |F|: 3.68 eV/Å

[2]
Computed, not measured: 2 unconnected molecules or ions with the total composition C4H8O3, with ωB97M-V with the def2-TZVPD basis set.

Each line ends with the Mulliken spin population.
Cartesian coordinates (Å):
O (-0.9888, -0.4183, 0.5383)  0.665
C (-0.5926, 0.5067, -0.1732)  -0.017
C (-0.7682, 0.6020, -1.7061)  0.108
C (0.5761, 0.6846, -2.4276)  0.004
C (1.2280, -0.6278, -2.4005)  -0.006
O (0.5962, -1.6031, -2.8870)  0.107
H (0.1229, 1.3550, 0.2510)  0.104
H (-1.3439, 1.4932, -1.9392)  -0.002
H (-1.1717, -0.3507, -2.1678)  0.007
H (0.3944, 0.9527, -3.4797)  0.012
H (1.3071, 1.4345, -2.2385)  -0.001
H (2.3682, -0.8107, -2.1283)  0.017
H (-0.5263, 1.3089, 7.1229)  0.000
H (-0.7987, -0.0366, 7.1400)  0.000
O (0.0161, 0.4790, 7.0592)  0.000

2S+1: 2
HOMO-LUMO gap (alpha / beta): 0.26339 / 0.12125 Ha
Expectation value of S²: 0.760
Net charge: +1
Max |F|: 5.88 eV/Å
ΔE to the lowest compared entry with this formula, charge and spin: 221.6 kJ/mol

[3]
Computed, not measured: 2 unconnected molecules or ions with the total composition C2H5BN4O3, with ωB97M-V with the def2-TZVPD basis set.

Each line ends with the natural charge from an NBO analysis.
Cartesian coordinates (Å):
B (-1.9322, -0.5719, -0.0595)  1.182
C (0.8865, -2.0401, -0.0181)  0.378
C (1.4127, 0.2741, -0.3844)  0.520
N (0.9251, -3.0770, 0.5007)  -0.222
N (0.8305, 1.3470, -0.7357)  -0.667
N (2.6089, 0.3010, 0.2539)  -0.809
N (0.9353, -0.9734, -0.7082)  -0.187
O (-1.3932, -0.5869, 1.1907)  -0.904
O (-3.2974, -0.4165, -0.1822)  -0.883
O (-1.2380, -0.6707, -1.1833)  -0.609
H (-0.0298, 1.2370, -1.2564)  0.376
H (2.9520, 1.1930, 0.5622)  0.423
H (3.0037, -0.5386, 0.6350)  0.399
H (-2.0605, -0.5233, 1.8748)  0.503
H (-3.6267, -0.4234, -1.0815)  0.499

2S+1: 1
HOMO-LUMO gap (alpha / beta): 0.20927 / 0.21225 Ha
Net charge: 0
Max |F|: 3.64 eV/Å
ΔE to the lowest compared entry with this formula, charge and spin: 98.9 kJ/mol

[4]
Computed, not measured: 5 unconnected molecules or ions with the total composition H10O5, with ωB97M-V with the def2-TZVPD basis set.

Each line ends with the Mulliken spin population.
Cartesian coordinates (Å):
O (-0.2429, 3.1150, 0.6368)  0.488
H (-0.6494, 2.4131, 1.1451)  0.014
H (-0.6463, 3.9168, 0.9693)  -0.089
O (-0.0636, -0.6123, -0.1264)  0.807
H (-0.5365, -0.3183, 0.6522)  -0.311
H (0.7392, -1.0062, 0.2150)  0.082
O (2.7794, -2.5557, -0.2627)  0.163
H (2.4771, -3.1283, 0.4423)  -0.046
H (3.6320, -2.2384, 0.0349)  -0.039
O (-0.3224, -0.8857, -3.0621)  0.174
H (-0.5172, -0.9396, -2.1265)  -0.045
H (-1.1703, -1.0021, -3.4909)  -0.048
O (-1.5118, 0.9111, 1.8155)  0.271
H (-1.7659, 0.9304, 0.8929)  -0.202
H (-2.2014, 1.4000, 2.2646)  -0.217

2S+1: 2
HOMO-LUMO gap (alpha / beta): 0.08623 / 0.37264 Ha
Expectation value of S²: 0.750
Net charge: -1
Max |F|: 1.57 eV/Å
ΔE to the lowest compared entry with this formula, charge and spin: 72.0 kJ/mol